1.
Density functional theory data (ωB97M-V with the def2-TZVPD basis set) for a molecular structure, C25H19F6LiN8O2S3.

Values from the calculation:
F_max, eV/Å: 0.7
Total charge: -2
E_HOMO, eV: 0.15
Energy above the lowest of the compared OMol25 structures with the same formula, charge and spin, kcal per mole: 17.3

```
64
Properties=species:S:1:pos:R:3:forces:R:3
Li -0.063160 0.408685 -0.021008 -0.65 0.33 -0.12
C 0.825012 -0.882927 5.426729 0.06 0.05 0.03
N 0.822560 -0.264154 4.126924 -0.03 0.10 0.03
C -0.017744 -0.408264 3.086927 -0.08 0.01 -0.10
N 0.292054 0.430892 2.132711 0.01 -0.08 0.04
C 1.360364 1.095570 2.634486 0.05 -0.03 -0.01
N 1.713857 0.722283 3.843632 0.15 -0.03 0.12
C 1.185771 -2.352713 5.461950 0.02 -0.04 0.16
C 1.069898 -3.012459 6.685188 0.01 0.01 -0.02
C 1.454891 -4.336526 6.827789 -0.01 0.06 -0.08
C 1.953453 -5.027910 5.736325 -0.03 0.12 0.00
C 2.054307 -4.379127 4.508942 0.09 -0.23 -0.04
C 1.674184 -3.045798 4.365164 -0.02 0.00 0.05
C 2.570241 -5.146755 3.370810 -0.08 0.09 0.08
N 3.263189 -6.235124 3.392090 -0.10 0.16 -0.27
N 3.465132 -6.589020 2.054304 -0.11 0.18 0.12
C 2.878942 -5.681999 1.349777 -0.03 0.09 -0.13
O 2.287284 -4.723172 2.115989 0.25 -0.42 0.17
C 2.759074 -5.548415 -0.102859 0.06 -0.06 0.16
C 3.667218 -6.173790 -0.948897 -0.06 0.03 -0.08
C 3.541750 -5.983312 -2.316653 -0.02 0.02 0.04
C 2.534226 -5.174171 -2.824021 -0.01 -0.01 0.03
C 1.617476 -4.556938 -1.978231 0.06 -0.07 -0.02
C 0.525122 -3.675065 -2.540004 -0.08 0.00 -0.11
N -0.203402 -2.989198 -1.509883 -0.11 -0.05 0.06
C 0.239887 -2.043855 -0.681819 -0.04 0.11 0.01
N -0.706428 -1.706638 0.173169 0.13 -0.20 0.04
C -1.744954 -2.484812 -0.214725 -0.07 0.01 -0.02
N -1.485893 -3.301290 -1.209601 -0.06 -0.10 -0.06
C 1.734670 -4.760631 -0.613130 0.07 0.00 -0.07
H -0.141205 -0.731099 5.917888 0.02 -0.03 -0.07
H 1.569530 -0.324855 5.998974 -0.07 -0.03 -0.02
H -0.809049 -1.136985 3.049254 -0.07 -0.05 0.00
H 1.891919 1.840059 2.069796 0.01 0.06 0.01
H 0.677216 -2.473127 7.539940 -0.01 0.02 0.02
H 1.360845 -4.832076 7.785602 -0.01 0.02 0.01
H 2.254833 -6.062689 5.815972 0.02 -0.02 -0.02
H 1.763916 -2.551193 3.407002 0.03 0.00 -0.05
H 4.463663 -6.776677 -0.536323 0.01 -0.01 0.03
H 4.249589 -6.447004 -2.991550 0.00 0.00 -0.01
H 2.466693 -5.006120 -3.891738 -0.01 0.01 -0.04
H -0.207301 -4.274962 -3.083476 0.05 0.06 0.01
H 0.943673 -2.942490 -3.234218 0.00 0.00 0.04
H 1.215581 -1.589478 -0.740309 0.12 0.10 0.02
H -2.723734 -2.423083 0.229721 -0.02 -0.03 0.03
H 1.038099 -4.281875 0.059116 0.00 -0.02 0.04
S -3.110464 2.311184 -3.251805 0.06 -0.06 0.04
C -2.124340 1.405514 -2.198197 -0.05 0.00 0.08
S -1.210578 0.043000 -2.752048 -0.07 0.06 -0.01
S -2.016791 1.837357 -0.506864 0.10 -0.08 -0.12
C 1.794324 2.008196 -2.233674 0.06 0.06 -0.03
C 2.523648 1.117195 -1.217834 -0.16 -0.06 0.02
O 1.708800 0.507851 -0.346584 0.50 -0.09 0.10
C 3.327123 0.038132 -1.996034 0.12 -0.05 -0.04
F 4.206048 0.529655 -2.908938 -0.05 -0.02 0.02
F 4.051816 -0.773026 -1.189569 -0.05 0.05 -0.04
F 2.494719 -0.773405 -2.678910 0.02 0.05 0.02
C 3.528768 1.997396 -0.427438 0.13 0.01 0.00
F 4.459326 2.626557 -1.195864 -0.04 -0.02 0.04
F 4.222975 1.314402 0.507597 -0.02 0.04 -0.04
F 2.876240 2.973844 0.236795 0.01 0.01 -0.03
H 1.096480 1.390999 -2.799294 0.01 -0.03 -0.01
H 2.474114 2.536779 -2.905247 0.01 0.00 -0.01
H 1.185940 2.722859 -1.680018 0.03 0.00 0.02
```
Positions in Å, forces in eV/Å.

Here are the Löwdin charges for atoms 1 to 6, given in e: 0.4050, -0.0969, -0.1529, -0.1459, 0.0631, -0.1845


2.
Density functional theory data (ωB97M-V with the def2-TZVPD basis set) for a molecular structure, C25H19FMoN5Se in a non-equilibrium geometry.

Values from the calculation:
F_max, eV/Å: 3.6
Total charge: +1
E_HOMO (alpha / beta), eV: -11.19 / -11.19
Energy above the lowest of the compared OMol25 structures with the same formula, charge and spin, kcal per mole: 23.1

```
52
Properties=species:S:1:pos:R:3:forces:R:3
Mo 0.438652 0.599567 0.403885 -0.76 0.09 3.50
C -3.932748 -1.814333 -1.743115 0.03 -0.03 0.08
C -3.653748 -0.620533 -2.391015 -0.07 -0.03 0.03
C -2.904448 0.353567 -1.759215 0.26 0.04 0.33
C -2.405648 0.126267 -0.469915 -1.05 -1.09 -0.53
C -2.727848 -1.060133 0.193985 0.06 0.47 0.06
C -3.489148 -2.019833 -0.444415 -0.07 -0.08 -0.13
N -1.499448 1.032167 0.092485 2.10 -1.49 -0.02
C -1.767648 2.358167 0.049585 0.34 2.46 -0.05
C -3.035548 2.954267 0.087885 0.43 -0.48 0.20
C -3.131948 4.325767 0.109585 0.27 0.28 -0.06
C -1.989948 5.139467 0.066385 -0.28 -0.07 0.03
C -0.733748 4.583867 0.007685 0.22 -0.41 0.04
C -0.614648 3.189867 0.002385 -2.27 0.93 -0.14
N 0.554652 2.488567 -0.064515 2.63 1.03 -0.79
N 1.664752 3.143567 -0.265315 -1.23 0.56 0.08
C 2.730952 2.329667 -0.238815 0.32 -0.40 0.09
C 4.006552 2.829367 -0.530715 0.07 -0.28 0.03
C 5.078552 1.967467 -0.499915 -0.37 0.34 0.03
C 4.860752 0.638567 -0.137115 -0.56 -0.23 0.18
C 3.576952 0.216367 0.158785 1.05 -0.62 0.02
N 2.516052 1.025567 0.093485 -0.71 0.34 -0.58
H -4.494048 -2.585633 -2.245015 -0.12 -0.06 -0.05
H -4.014948 -0.451633 -3.395015 0.00 0.01 -0.05
H -2.661548 1.279767 -2.265015 0.00 -0.01 -0.03
H -2.407548 -1.201133 1.222085 0.03 -0.02 -0.07
H -3.738948 -2.934433 0.070585 -0.02 -0.09 0.06
H -3.909048 2.327567 0.169285 -0.14 -0.04 -0.10
H -4.107948 4.782467 0.168485 -0.07 0.06 0.00
H -2.105348 6.210867 0.096085 0.02 0.11 -0.03
H 0.167052 5.175867 -0.015815 0.01 0.14 -0.03
H 4.088352 3.874367 -0.773515 0.08 0.13 -0.07
H 6.069852 2.320167 -0.734215 0.11 0.02 -0.03
H 5.680352 -0.058133 -0.075315 0.02 -0.11 0.05
H 3.384852 -0.800433 0.479785 0.02 0.04 -0.09
F 1.138352 -6.860433 0.309485 -0.02 0.22 0.02
C 1.040952 -5.530433 0.334485 -0.01 0.16 0.02
C 0.453452 -4.914233 1.429185 0.02 -0.20 -0.06
C 0.347852 -3.541133 1.446985 0.07 0.28 -0.16
C 0.801652 -2.781133 0.354985 0.37 -0.62 0.08
C 0.638652 -1.364833 0.352085 -0.21 1.10 -1.14
C 1.411352 -3.431833 -0.728915 -0.12 0.15 0.13
C 1.534652 -4.803133 -0.739315 -0.01 -0.09 -0.01
H 0.083852 -5.516233 2.242685 0.00 -0.07 0.12
H -0.078448 -3.041233 2.305985 -0.03 -0.01 0.04
H -0.122148 -0.969333 1.109485 -0.16 -0.85 0.47
H 0.366952 -0.893133 -0.681115 -0.09 -1.28 -0.69
H 1.787752 -2.844533 -1.556815 -0.03 -0.04 -0.08
H 1.988252 -5.319633 -1.567815 0.08 -0.09 -0.11
Se 0.791452 1.509767 2.803185 -0.22 0.66 -1.01
C 1.081752 -0.170133 3.408985 -0.14 -0.35 0.23
N 1.241252 -1.255333 3.751985 0.12 -0.49 0.17
```
Positions in Å, forces in eV/Å.

Here are the Löwdin charges for atoms 1 to 6, given in e: 1.3212, -0.0683, -0.0610, -0.0192, -0.3048, -0.0405


3.
Density functional theory data (ωB97M-V with the def2-TZVPD basis set) for a molecular structure, C25H20BF2IN5O5ReS2.

Values from the calculation:
F_max, eV/Å: 0.6
Spin multiplicity: 2
Total charge: +1
E_HOMO (alpha / beta), eV: -11.26 / -10.97
Energy above the lowest of the compared OMol25 structures with the same formula, charge and spin, kcal per mole: 18.8

```
62
Properties=species:S:1:pos:R:3:forces:R:3
Re 0.872129 0.063330 -0.015054 -0.06 0.06 0.23
C 2.885490 3.456052 2.333155 -0.01 0.02 0.00
C 2.770986 2.174411 3.093870 -0.11 -0.14 -0.14
N 3.280223 2.078504 4.294606 0.01 -0.04 0.06
C 3.160824 0.920117 4.979904 0.10 0.08 0.08
C 2.524604 -0.195822 4.512908 -0.09 0.05 -0.15
C 2.423882 -1.441641 5.350748 0.06 -0.05 0.03
O 2.961785 -2.592232 4.699373 -0.02 0.04 0.01
C 1.979072 -0.130793 3.200434 0.01 0.07 0.00
C 1.308832 -1.264636 2.654692 -0.07 0.06 -0.15
N 0.909072 -1.425884 1.419903 -0.24 -0.29 -0.01
C 0.380582 -2.753297 1.119707 0.04 -0.04 0.04
C 0.687334 -3.842529 1.945794 0.03 0.06 -0.04
C 0.150580 -5.096306 1.722535 0.03 -0.02 0.05
C -0.698279 -5.317129 0.650932 -0.05 -0.02 -0.05
C -0.949175 -4.279349 -0.226586 0.04 0.02 0.05
C -0.399197 -3.020686 -0.005288 -0.09 -0.10 -0.03
I -0.604473 -1.677172 -1.591423 0.05 -0.06 0.13
C 2.111886 1.060010 2.496436 0.09 0.14 0.31
O 1.603279 1.224742 1.286147 0.00 -0.12 -0.34
H 3.361229 4.205095 2.959061 0.00 -0.01 0.02
H 1.899138 3.804487 2.023104 0.01 0.02 0.00
H 3.477420 3.315193 1.427126 0.00 -0.01 -0.01
H 3.614544 0.917943 5.965255 -0.03 -0.02 -0.01
H 1.382156 -1.686424 5.564888 -0.01 0.01 0.00
H 2.912643 -1.267419 6.311222 -0.01 -0.01 0.01
H 3.921154 -2.510640 4.672729 -0.01 -0.01 -0.01
H 1.124411 -2.065542 3.349996 0.02 -0.01 0.00
H 1.386307 -3.740555 2.763447 0.02 0.01 0.00
H 0.408393 -5.903250 2.395298 -0.01 0.00 -0.01
H -1.139386 -6.289874 0.480198 0.01 0.01 0.01
H -1.569882 -4.447123 -1.097124 0.00 0.01 0.00
O 0.244993 0.680541 -6.071039 -0.01 -0.08 -0.06
S 1.196566 0.547053 -5.020904 -0.08 0.16 0.22
O 2.163768 -0.537308 -5.125984 0.06 -0.12 -0.06
N 0.482691 0.427560 -3.543800 0.20 0.16 0.05
C 0.913411 1.386088 -2.759689 -0.44 -0.17 -0.15
O 0.574881 1.469985 -1.525647 0.42 0.45 0.00
C 1.804394 2.399145 -3.382008 -0.09 -0.13 -0.14
C 2.360764 3.534698 -2.827978 -0.01 0.02 0.01
C 3.178452 4.311999 -3.640735 0.01 0.04 0.03
C 3.427819 3.955708 -4.961894 0.02 0.02 -0.03
C 2.869070 2.809384 -5.519015 -0.04 -0.03 0.02
C 2.059889 2.054391 -4.698438 0.06 0.04 0.02
H 2.151377 3.807922 -1.802715 0.00 0.00 0.01
H 3.625618 5.213958 -3.244709 -0.01 -0.01 0.01
H 4.065942 4.583212 -5.569822 -0.01 0.00 0.01
H 3.059167 2.530975 -6.546555 -0.01 0.00 0.01
F -2.320107 0.403351 0.040493 -0.10 0.12 -0.07
B -1.141440 0.975978 0.231866 0.34 -0.34 0.08
F -1.145975 2.220286 0.678361 -0.13 0.09 0.02
S 2.732770 -0.495552 -1.392847 0.24 -0.04 -0.10
C 2.702636 -2.166125 -1.902789 -0.13 0.02 0.01
N 2.676469 -2.388434 -3.236325 0.06 0.16 -0.04
C 2.646550 -3.621537 -3.753496 0.00 -0.07 0.08
C 2.642096 -4.696264 -2.900407 -0.01 0.00 -0.09
C 2.658869 -4.410244 -1.538668 0.02 -0.02 0.02
N 2.696183 -3.176550 -1.048191 -0.01 0.01 0.06
H 2.601441 -1.571065 -3.888201 -0.08 -0.01 0.03
H 2.613899 -3.689877 -4.832318 0.00 0.01 0.00
H 2.619327 -5.708803 -3.272226 0.00 0.00 0.00
H 2.643715 -5.211366 -0.807453 -0.01 0.02 0.00
```
Positions in Å, forces in eV/Å.

Here are the Löwdin charges for atoms 1 to 6, given in e: 1.0880, -0.0042, -0.2435, 0.1418, -0.0659, -0.1355


4.
Density functional theory data (ωB97M-V with the def2-TZVPD basis set) for a molecular structure, C25H20BF2IN5O5ReS2.

Values from the calculation:
F_max, eV/Å: 0.9
Spin multiplicity: 4
Total charge: +1
E_HOMO (alpha / beta), eV: -9.88 / -10.80
Energy above the lowest of the compared OMol25 structures with the same formula, charge and spin, kcal per mole: 28.6

```
62
Properties=species:S:1:pos:R:3:forces:R:3
Re 0.000487 -0.863880 0.686234 -0.09 0.85 0.30
C 1.252635 2.203033 -2.612763 -0.07 -0.04 -0.09
C 0.593807 0.948950 -3.106122 0.03 0.22 -0.26
N 0.380709 0.796446 -4.393916 -0.08 -0.19 0.02
C -0.218814 -0.331551 -4.837679 0.15 0.39 -0.03
C -0.586913 -1.367144 -4.027962 -0.06 -0.06 0.04
C -1.248740 -2.583792 -4.625522 -0.07 0.01 0.09
O -2.479478 -2.927455 -3.982791 0.09 0.04 -0.04
C -0.359830 -1.225384 -2.633573 -0.20 -0.51 0.01
C -0.721984 -2.338405 -1.785378 -0.03 -0.09 -0.25
N -0.806185 -2.370353 -0.495447 -0.09 -0.22 0.38
C -1.363135 -3.578497 0.088606 0.12 0.12 -0.20
C -2.246052 -4.374719 -0.637412 -0.10 -0.02 -0.10
C -2.722874 -5.564874 -0.113510 -0.01 -0.02 -0.01
C -2.354350 -5.976675 1.158470 0.01 0.02 0.02
C -1.538730 -5.160140 1.926432 -0.10 -0.07 -0.09
C -1.072194 -3.974865 1.386726 0.08 0.02 0.10
I 0.033849 -2.715783 2.628745 0.11 0.06 0.08
C 0.204722 -0.046076 -2.176867 0.05 0.33 0.81
O 0.444798 0.217316 -0.890082 0.33 -0.09 -0.37
H 1.540274 2.811199 -3.466320 -0.02 0.00 0.00
H 2.138808 1.966599 -2.022139 0.00 0.00 -0.02
H 0.583063 2.777523 -1.968125 0.00 -0.02 -0.01
H -0.400976 -0.380400 -5.904942 0.03 0.01 -0.01
H -0.609282 -3.462605 -4.537069 -0.01 -0.05 0.04
H -1.407025 -2.411412 -5.690042 0.03 -0.01 -0.05
H -3.133444 -2.255720 -4.202780 -0.02 0.00 -0.01
H -0.951791 -3.259370 -2.303313 0.00 0.05 -0.04
H -2.590922 -4.052177 -1.613097 0.03 -0.04 0.02
H -3.396303 -6.168234 -0.707934 0.01 0.02 0.03
H -2.718455 -6.910520 1.565719 -0.01 0.03 -0.02
H -1.278131 -5.440289 2.938817 0.00 0.00 -0.03
O 0.714777 5.161787 2.283729 0.01 -0.07 -0.02
S 0.747744 4.249694 1.184728 0.14 0.16 -0.01
O 0.088099 4.575626 -0.043859 -0.05 0.02 0.10
N 0.174838 2.752798 1.728255 -0.20 -0.11 -0.02
C 1.091951 1.906937 1.431250 0.24 -0.38 0.12
O 1.167370 0.603522 1.795321 -0.52 0.03 -0.33
C 2.293898 2.315065 0.796436 -0.03 0.11 -0.06
C 3.329239 1.296152 0.619741 0.19 0.01 -0.07
C 4.659375 1.956394 0.859513 -0.05 -0.11 0.00
C 4.794745 3.305785 0.898760 -0.18 0.16 -0.04
C 3.684611 4.232388 0.828057 0.11 -0.05 0.00
C 2.422533 3.671979 0.834645 0.17 0.05 -0.10
H 3.354194 0.911400 -0.419070 -0.08 0.09 0.01
H 5.545530 1.335055 0.915128 -0.04 0.01 0.01
H 5.786054 3.725560 1.013579 -0.02 0.00 -0.02
H 3.852832 5.299313 0.871361 0.00 -0.03 0.03
F 2.279397 -1.084361 0.643265 -0.17 -0.18 -0.06
B 2.664073 0.066105 1.460843 0.18 -0.07 0.37
F 3.242018 -0.364584 2.608469 -0.17 0.05 -0.13
S -2.132311 0.209146 0.745616 0.29 -0.62 0.03
C -2.132723 1.055169 2.248159 0.12 0.09 0.00
N -2.794277 2.235294 2.256910 -0.03 0.27 0.03
C -2.814474 3.052016 3.327904 -0.13 0.01 -0.21
C -2.187505 2.653972 4.465505 0.08 -0.08 0.12
C -1.553991 1.408969 4.418745 0.08 -0.10 -0.03
N -1.528197 0.624372 3.351476 -0.04 0.07 -0.02
H -3.173533 2.563203 1.376183 -0.02 -0.03 0.01
H -3.332023 3.993891 3.213638 0.00 -0.02 -0.02
H -2.176948 3.273921 5.348217 0.03 -0.02 -0.01
H -1.034840 1.032685 5.292533 0.00 -0.02 0.01
```
Positions in Å, forces in eV/Å.

Here are the Löwdin charges for atoms 1 to 6, given in e: 1.0393, 0.0081, -0.2369, 0.1417, -0.0766, -0.1433


What is the formula in the second record? C25H19FMoN5Se


Which of these has the lowest energy above the lowest of the compared OMol25 structures with the same formula, charge and spin? C25H19F6LiN8O2S3


Among the records above, which one has the lowest total charge? C25H19F6LiN8O2S3